Entry 1:
Here is a structure of composition C29H46F5N2O4PSi2SnTe in a non-equilibrium geometry from the OMol25 dataset. Energies are from ωB97M-V/def2-TZVPD.

Atoms and positions in Å:
1 Sn -0.38129 0.24733 -0.12532
2 C 1.28477 -3.13227 4.48922
3 O 0.80449 -2.46348 3.33749
4 C 0.52776 -3.23861 2.24274
5 C 0.81767 -4.58330 2.17707
6 C 0.46647 -5.33830 1.05029
7 C -0.20195 -4.72128 0.02641
8 C -0.48510 -3.34555 0.07709
9 C -1.32369 -2.78796 -0.97266
10 N -1.60827 -1.54733 -0.97336
11 N -2.62702 -1.15828 -1.83955
12 C -2.96908 0.03050 -1.44414
13 O -2.41586 0.63391 -0.41091
14 C -4.04433 0.74901 -2.17690
15 C -4.56261 0.19531 -3.34552
16 C -5.55129 0.86332 -4.04912
17 C -6.02910 2.08632 -3.59202
18 C -5.50716 2.64208 -2.43313
19 C -4.51361 1.97632 -1.72786
20 C -0.08909 -2.55638 1.16476
21 O -0.28513 -1.24854 1.29718
22 H 1.33723 -2.38697 5.28008
23 H 2.28141 -3.54988 4.32231
24 H 0.60288 -3.93020 4.79047
25 H 1.31117 -5.07069 3.00637
26 H 0.70525 -6.39256 1.00997
27 H -0.52404 -5.28116 -0.84457
28 H -1.82723 -3.45543 -1.67216
29 H -4.17640 -0.75402 -3.69227
30 H -5.94835 0.43174 -4.95953
31 H -6.80628 2.60440 -4.14120
32 H -5.86896 3.59957 -2.07967
33 H -4.09452 2.41126 -0.83360
34 C 1.31869 2.81363 3.39780
35 P 1.00988 1.11675 2.94675
36 C -0.34686 0.47336 3.89617
37 C 2.47104 0.26040 3.49117
38 O 0.77745 1.03580 1.43609
39 H 1.23826 2.94985 4.47753
40 H 0.60837 3.45941 2.89083
41 H 2.32166 3.09007 3.06901
42 H -0.20804 0.66879 4.96094
43 H -0.39238 -0.60111 3.70669
44 H -1.27391 0.92871 3.54828
45 H 2.58047 0.39139 4.57026
46 H 3.34612 0.66695 2.98168
47 H 2.37056 -0.79456 3.25455
48 F -1.49858 3.17201 -0.77728
49 C -0.55991 2.31100 -1.31555
50 F -1.08233 1.89569 -2.51240
51 C 0.56934 3.31582 -1.66056
52 F 1.22141 3.64551 -0.52863
53 F 1.46209 2.84647 -2.54152
54 F 0.06191 4.43730 -2.18537
55 C -0.35049 -1.02618 -4.04935
56 Si 1.22812 -1.14605 -3.08005
57 C 1.68481 -2.91741 -2.72224
58 C 2.47288 -0.46594 -4.31034
59 C 1.36203 -0.07631 -1.52035
60 Si 3.01239 -0.23052 -0.61330
61 C 3.56943 1.39427 0.13374
62 C 2.91128 -1.64512 0.58427
63 C 4.43689 -0.61266 -1.76470
64 H -0.25381 -1.69653 -4.91164
65 H -0.46410 -0.00525 -4.42934
66 H -1.27352 -1.27801 -3.53356
67 H 1.49881 -3.53898 -3.60462
68 H 1.12263 -3.34148 -1.89063
69 H 2.74675 -2.99999 -2.47458
70 H 2.21824 -0.83991 -5.30898
71 H 3.49988 -0.75310 -4.10329
72 H 2.42150 0.62747 -4.34752
73 H 1.19528 0.94519 -1.81461
74 H 2.81247 1.87737 0.74313
75 H 3.83254 2.08071 -0.67699
76 H 4.47114 1.24093 0.74013
77 H 2.19229 -1.44029 1.37197
78 H 3.88826 -1.85751 1.03517
79 H 2.57348 -2.54727 0.06367
80 H 4.48992 0.10626 -2.58337
81 H 4.38625 -1.61702 -2.19165
82 H 5.37446 -0.53902 -1.19968
83 C -1.51728 4.59006 2.10482
84 Te -2.63381 2.82381 1.70948
85 C -3.22449 2.67502 3.75692
86 H -2.19059 5.43616 2.22784
87 H -0.85120 4.77144 1.26196
88 H -0.94729 4.45203 3.01839
89 H -2.39829 2.96087 4.40842
90 H -3.51864 1.64792 3.97234
91 H -4.07218 3.33286 3.93406

Computed properties:
Spin multiplicity: 1
Calculated total energy in eV: -93748.1006



Entry 2:
Here is a cluster of 2 separate species, C14H33O4P2 in total in a non-equilibrium geometry from the OMol25 dataset. Energies are from ωB97M-V/def2-TZVPD.

Atoms and positions in Å:
1 C 2.29310 -0.78716 2.60910
2 C 1.80697 0.64836 2.13064
3 O 1.96671 1.60148 2.94150
4 O 1.17236 0.94588 0.90748
5 C 1.69213 0.15375 -0.18980
6 C 0.64133 0.35042 -1.41825
7 C 0.15029 -1.10147 -1.95845
8 C -1.01779 -1.72903 -1.04618
9 C -2.45806 -1.66514 -1.78081
10 C -3.56135 -2.54519 -0.99527
11 P -4.90005 -1.40583 -0.16961
12 P -6.40500 -0.08051 0.78389
13 C -7.86078 0.28014 -0.37545
14 C -6.98940 -0.95374 2.38410
15 H 3.39309 -0.92187 2.35930
16 H 1.66710 -1.65563 2.19121
17 H 2.13980 -0.80920 3.74886
18 H 2.69652 0.50949 -0.59397
19 H 1.72782 -0.96644 0.00092
20 H -0.31097 0.82952 -0.98137
21 H 1.06127 1.00725 -2.24955
22 H 1.04849 -1.81528 -2.07964
23 H -0.27739 -0.99339 -3.02492
24 H -0.76581 -2.84301 -0.88561
25 H -1.07786 -1.26000 0.00276
26 H -2.81946 -0.56931 -1.82165
27 H -2.34626 -2.08220 -2.84994
28 H -3.08843 -3.25815 -0.21902
29 H -4.11374 -3.21307 -1.75941
30 H -5.93498 -2.41752 -0.34348
31 H -5.19647 -0.85548 -1.48959
32 H -3.88808 -0.37967 0.04819
33 H -4.59100 -1.97687 1.12958
34 H -8.76571 -0.41035 -0.17886
35 H -7.57223 0.22353 -1.49060
36 H -8.19974 1.35647 -0.16394
37 H -6.26301 -0.70191 3.24156
38 H -7.06492 -2.08877 2.25241
39 H -8.00009 -0.51539 2.69866
40 O 4.88042 0.01183 0.32338
41 C 5.40686 1.08017 0.11480
42 O 6.40881 1.17518 -0.78010
43 C 6.96909 2.41255 -1.23694
44 C 8.04612 2.90496 -0.29187
45 C 5.01995 2.29590 0.91048
46 H 6.18799 3.15736 -1.40889
47 H 7.41532 2.20401 -2.21193
48 H 7.64561 3.10816 0.70351
49 H 8.50529 3.81981 -0.67330
50 H 8.82327 2.14603 -0.17106
51 H 5.55830 2.29007 1.85867
52 H 3.94623 2.25266 1.10640
53 H 5.19831 3.23664 0.39204

Computed properties:
Spin multiplicity: 1
Charge: -1
Calculated total energy in eV: -41815.9599



Q: Which formula does entry 2 have?
A: C14H33O4P2